ORCA calculation (wB97M-V/def2-TZVPD) on a structure of composition C6H12OsS7 in a non-equilibrium geometry.

XYZ file:
```
26
Properties=species:S:1:pos:R:3:lowdin_charge:R:1
Os -0.0182 0.1734 -0.2376 0.184
C -0.4444 -1.5176 2.5949 -0.425
C -1.4063 -2.0579 1.5576 -0.445
S -0.7732 -1.9344 -0.1474 0.821
C 0.7123 -3.0184 -0.0529 -0.411
C 1.9021 -2.3703 -0.7295 -0.455
S 2.1911 -0.6654 -0.1651 0.825
C 2.6239 -0.8959 1.5945 -0.431
C 1.8805 0.0858 2.4745 -0.456
S 0.1034 0.1672 2.1304 0.823
H 0.4320 -2.1495 2.7230 0.079
H -0.9463 -1.4572 3.5602 0.109
H -2.3347 -1.4853 1.5305 0.090
H -1.6730 -3.0981 1.7538 0.115
H 0.4591 -3.9480 -0.5638 0.109
H 0.8921 -3.2591 0.9927 0.079
H 1.7410 -2.2686 -1.8042 0.087
H 2.8070 -2.9642 -0.5955 0.114
H 3.6971 -0.7277 1.6783 0.106
H 2.4302 -1.9318 1.8677 0.083
H 2.2350 1.1074 2.3316 0.100
H 2.0080 -0.1578 3.5301 0.113
S 0.0789 0.3860 -2.5392 0.177
S -0.9546 1.9512 -3.1847 0.217
S -2.2234 2.5261 -1.7550 0.216
S -2.0062 1.3466 -0.1740 0.178
```

Maximum force: 0.021 Eh/bohr
Gap between HOMO and LUMO (alpha / beta): 6.005 / 6.015 eV
Total charge: +2
E_HOMO (alpha / beta): -0.57429 / -0.57430 Eh
Spin multiplicity: 1
Lowest unoccupied orbital energy (alpha / beta): -9.62 / -9.61 eV